Entry 1:
Below is a 8-piece molecular cluster, C29H50F5O24P2 overall in a non-equilibrium geometry, with properties calculated with the ωB97M-V functional and the def2-TZVPD basis.

Calculated values
Highest occupied orbital energy ... -5.28 eV
Net charge ... -1
F_max ... 10.2 eV/A
ΔE to the lowest compared entry with this formula, charge and spin ... 96.21 kcal per mole
Calculated total energy ... -4122.9590 hartree
HOMO-LUMO gap ... 7.36 eV

Positions of all 110 atoms, in Å:
C -1.222 0.251 -1.029
C -0.708 -1.167 -1.250
O 0.426 -1.497 -0.573
H -1.667 0.257 -0.034
H -1.640 0.889 -1.807
H -0.356 0.831 -0.708
H -0.400 -1.210 -2.294
H -1.494 -1.889 -1.030
C 2.504 0.870 -3.803
C 1.040 0.784 -4.031
O 0.935 0.867 -5.497
C 1.958 1.664 -5.885
O 1.928 2.465 -6.822
O 2.906 1.714 -4.926
F 0.436 1.793 -3.404
H 2.959 -0.121 -3.818
H 2.643 1.368 -2.843
H 0.524 -0.153 -3.823
C 0.254 -3.350 -5.383
C 1.149 -3.349 -4.137
O 2.358 -2.985 -4.710
C 2.133 -2.165 -5.621
O 2.925 -1.373 -6.095
O 0.884 -2.266 -5.948
F 1.076 -4.625 -3.541
H -0.792 -3.101 -5.204
H 0.447 -4.266 -5.942
H 1.007 -2.540 -3.420
C 1.927 0.552 1.536
C 2.372 1.014 0.168
O 3.796 1.200 0.233
C 4.203 0.871 1.432
O 5.392 0.738 1.774
O 3.181 0.590 2.288
F 1.726 2.153 -0.155
H 1.641 -0.500 1.525
H 1.161 1.179 1.994
H 2.430 0.349 -0.694
C 2.361 -4.024 -0.777
C 1.784 -4.011 0.650
O 2.779 -4.768 1.380
C 3.931 -4.935 0.663
O 4.988 -5.424 1.040
O 3.677 -4.552 -0.610
F 0.650 -4.689 0.614
H 2.583 -3.011 -1.110
H 1.661 -4.539 -1.435
H 1.645 -3.046 1.137
C -2.136 -5.791 0.146
C -2.054 -4.949 -1.005
O -3.390 -4.995 -1.472
C -3.960 -5.966 -1.026
O -5.026 -6.361 -1.466
O -3.217 -6.578 -0.243
F -1.135 -5.418 -1.916
H -2.296 -5.151 1.014
H -1.135 -6.193 0.299
H -1.829 -3.962 -0.600
C 2.215 2.875 4.959
C 0.879 2.243 5.290
O 1.086 0.841 5.560
P -0.016 -0.226 5.244
O -1.290 0.071 5.844
O -0.141 -0.214 3.550
C -1.419 -0.367 2.947
C -1.613 -1.884 2.573
O 0.691 -1.647 5.603
C 1.478 -2.420 4.728
C 1.768 -3.684 5.323
H 2.202 3.839 5.466
H 2.962 2.244 5.441
H 2.305 2.942 3.875
H 0.350 2.563 6.188
H 0.196 2.315 4.443
H -2.067 0.262 3.558
H -1.320 0.088 1.961
H -0.611 -2.227 2.314
H -1.885 -2.334 3.528
H -2.237 -1.972 1.683
H 1.058 -2.493 3.725
H 2.328 -1.766 4.535
H 2.310 -3.651 6.268
H 0.869 -4.282 5.469
H 2.224 -4.229 4.496
C -4.026 5.765 -2.870
C -4.317 4.787 -1.690
O -3.158 4.364 -0.971
P -2.272 5.335 -0.088
O -2.925 6.619 0.321
O -1.745 4.344 1.090
C -2.305 4.325 2.379
C -3.792 4.165 2.430
O -1.000 5.569 -1.042
C -0.103 4.516 -1.484
C 0.353 4.832 -2.969
H -3.650 5.160 -3.695
H -4.971 6.272 -3.063
H -3.346 6.572 -2.599
H -5.047 5.250 -1.026
H -5.050 4.097 -2.107
H -1.832 3.460 2.845
H -1.964 5.122 3.040
H -4.104 3.805 3.410
H -4.340 5.106 2.382
H -4.145 3.440 1.697
H 0.769 4.421 -0.837
H -0.621 3.564 -1.367
H -0.393 4.555 -3.714
H 0.506 5.899 -3.128
H 1.230 4.288 -3.320

Entry 2:
Below is a 3-piece molecular cluster, C23H42BF7O4 overall in a non-equilibrium geometry, with properties calculated with the ωB97M-V functional and the def2-TZVPD basis.

Calculated values
Highest occupied orbital energy ... -10.36 eV
SMILES ... CCCCCCCCCCCCCBCCF.CCOC(=O)C(F)(F)F.CCOC(=O)C(F)(F)F
F_max ... 3.3 eV/A
Calculated total energy ... -1926.2005 hartree
HOMO-LUMO gap ... 10.61 eV

Positions of all 77 atoms, in Å:
C -5.261 0.686 0.053
C -4.643 1.911 0.961
C -3.073 2.261 0.617
C -2.114 0.954 0.371
C -1.821 0.047 1.707
C -1.751 -1.569 1.367
C -1.004 -1.929 -0.051
C 0.583 -1.494 -0.119
C 1.075 -1.721 -1.666
C 2.009 -0.526 -2.285
C 1.413 0.990 -2.107
C 0.494 1.531 -3.352
C -1.092 1.256 -2.903
B -2.123 1.195 -4.182
C -3.226 0.001 -4.436
C -2.730 -1.484 -3.868
F -3.590 -1.954 -2.723
H -4.883 -0.331 0.495
H -6.434 0.703 0.065
H -4.824 0.763 -1.046
H -5.290 2.880 0.705
H -4.766 1.729 2.112
H -2.618 2.979 1.434
H -3.078 2.868 -0.411
H -1.058 1.351 -0.005
H -2.558 0.338 -0.542
H -0.773 0.356 2.173
H -2.615 0.273 2.570
H -1.349 -2.217 2.285
H -2.886 -1.913 1.236
H -1.019 -3.119 -0.137
H -1.558 -1.540 -1.012
H 0.823 -0.442 0.334
H 1.162 -2.282 0.564
H 0.135 -1.998 -2.314
H 1.754 -2.703 -1.656
H 2.092 -0.740 -3.454
H 3.122 -0.603 -1.878
H 2.361 1.715 -2.054
H 0.811 1.180 -1.122
H 0.594 2.721 -3.357
H 0.759 1.083 -4.400
H -1.070 0.297 -2.232
H -1.413 2.150 -2.190
H -2.078 2.105 -4.948
H -3.452 -0.130 -5.577
H -4.244 0.228 -3.860
H -1.639 -1.426 -3.444
H -2.730 -2.318 -4.696
C 1.091 7.065 2.172
C 0.216 6.433 3.239
O 0.133 5.012 3.048
C 1.185 4.277 3.530
O 2.162 4.766 4.092
C 0.945 2.785 3.306
F 0.487 2.506 2.051
F 0.017 2.280 4.169
F 2.069 2.032 3.473
H 0.735 6.795 1.173
H 1.092 8.154 2.267
H 2.124 6.710 2.248
H -0.804 6.824 3.155
H 0.570 6.672 4.248
C 3.914 -3.763 0.152
C 3.349 -4.651 1.245
O 3.976 -5.942 1.222
C 5.200 -6.030 1.834
O 5.762 -5.083 2.378
C 5.727 -7.463 1.779
F 5.583 -8.031 0.547
F 5.075 -8.283 2.653
F 7.052 -7.557 2.085
H 3.830 -4.252 -0.823
H 3.383 -2.807 0.117
H 4.977 -3.562 0.316
H 2.280 -4.814 1.069
H 3.445 -4.187 2.234

Entry 3:
Below is C3H6O3S2 as an isolated structure in a non-equilibrium geometry, with properties calculated with the ωB97M-V functional and the def2-TZVPD basis.

Calculated values
Highest occupied orbital energy ... -9.64 eV
F_max ... 3.1 eV/A
ΔE to the lowest compared entry with this formula, charge and spin ... 43.66 kcal per mole
Calculated total energy ... -1139.9109 hartree
HOMO-LUMO gap ... 10.17 eV

Positions of all 14 atoms, in Å:
C 2.350 -0.411 0.386
C 1.026 0.113 0.744
C -1.360 0.015 -0.208
O 1.620 0.391 -0.505
O -0.950 -0.135 -1.459
O -0.024 -0.710 0.763
S -2.794 -0.933 0.183
S -1.433 1.712 0.433
H 3.228 0.055 0.811
H 2.427 -1.454 0.109
H 0.982 0.979 1.408
H -0.029 0.188 -1.557
H -2.583 -1.851 -0.760
H -2.460 2.042 -0.347

Entry 4:
Below is C22H27Cl4N3O2OsP as an isolated structure in a non-equilibrium geometry, with properties calculated with the ωB97M-V functional and the def2-TZVPD basis.

Calculated values
Highest occupied orbital energy (alpha / beta) ... -16.73 / -17.26 eV
Net charge ... +3
F_max ... 1.2 eV/A
Spin multiplicity ... 5
ΔE to the lowest compared entry with this formula, charge and spin ... 10.23 kcal per mole
Calculated total energy ... -3441.0024 hartree
HOMO-LUMO gap (alpha / beta) ... 8.18 / 5.16 eV

Positions of all 60 atoms, in Å:
Os -0.214 -0.113 0.435
C -0.356 2.431 4.431
C -1.034 1.251 3.725
C -1.661 0.343 4.786
C -0.072 0.492 2.823
C -0.143 -0.917 2.678
C 0.850 -1.621 1.976
C 2.031 -0.980 1.527
C 3.192 -1.766 1.041
C 2.096 0.423 1.645
C 1.036 1.147 2.210
H -1.047 2.855 5.152
H -0.069 3.229 3.753
H 0.521 2.096 4.977
H -1.842 1.658 3.095
H -0.885 -0.135 5.378
H -2.312 -0.418 4.366
H -2.261 0.944 5.462
H -0.920 -1.479 3.178
H 0.786 -2.704 1.917
H 3.168 -1.858 -0.044
H 3.190 -2.769 1.459
H 4.124 -1.269 1.301
H 2.992 0.944 1.337
H 1.160 2.215 2.342
Cl 1.407 -0.592 -6.484
C 0.826 -0.847 -4.908
C -0.012 -1.952 -4.637
Cl -0.442 -3.008 -5.889
C -0.495 -2.178 -3.326
Cl -1.511 -3.500 -3.009
C -0.153 -1.298 -2.275
O -0.587 -1.444 -1.073
C 0.684 -0.127 -2.549
O 0.880 0.685 -1.603
C 1.178 0.051 -3.881
Cl 2.184 1.375 -4.202
C -4.700 1.826 -1.661
N -4.567 1.987 -0.146
C -4.154 3.438 0.138
N -2.993 3.774 -0.590
C -3.188 3.614 -2.020
N -3.506 2.224 -2.306
C -2.388 1.331 -2.113
P -1.854 1.329 -0.321
C -3.568 1.039 0.393
C -1.775 3.182 -0.103
H -5.530 2.455 -1.999
H -4.931 0.779 -1.883
H -5.479 1.811 0.290
H -3.983 3.546 1.213
H -4.983 4.086 -0.159
H -2.287 3.908 -2.558
H -4.013 4.249 -2.352
H -1.553 1.658 -2.739
H -2.663 0.316 -2.421
H -3.538 1.119 1.486
H -3.866 0.011 0.149
H -0.921 3.564 -0.670
H -1.618 3.452 0.945

Entry 5:
Below is C38H68AsBInN8P2 as an isolated structure in a non-equilibrium geometry, with properties calculated with the ωB97M-V functional and the def2-TZVPD basis.

Calculated values
Highest occupied orbital energy ... -10.50 eV
Net charge ... +1
F_max ... 2.3 eV/A
ΔE to the lowest compared entry with this formula, charge and spin ... 9.70 kcal per mole
Calculated total energy ... -5060.1471 hartree
HOMO-LUMO gap ... 7.82 eV

Positions of all 119 atoms, in Å:
In 0.095 0.087 -0.394
C 4.786 1.513 -2.549
C 3.513 1.713 -3.369
C 2.883 3.050 -2.958
C 3.849 1.762 -4.856
P 2.276 0.379 -2.797
C 0.766 0.864 -3.829
N 0.011 1.840 -3.072
B -0.317 1.766 -1.717
N -0.905 2.958 -1.290
C -1.374 3.368 0.017
P -0.762 2.251 1.400
C 0.813 3.157 1.982
C 1.534 2.228 2.960
C 0.602 4.523 2.628
C 1.707 3.305 0.747
C -2.185 2.422 2.640
C -1.720 1.856 3.980
C -3.271 1.493 2.082
C -2.750 3.828 2.835
C -1.033 3.752 -2.428
C -1.622 4.992 -2.603
C -1.660 5.519 -3.882
C -1.116 4.835 -4.961
C -0.516 3.600 -4.800
C -0.473 3.061 -3.525
C 2.772 -1.354 -3.416
C 3.656 -1.906 -2.291
C 1.502 -2.206 -3.453
C 3.491 -1.449 -4.756
H 5.448 2.366 -2.680
H 5.324 0.623 -2.866
H 4.549 1.422 -1.489
H 3.649 3.824 -2.960
H 2.456 2.998 -1.957
H 2.102 3.357 -3.650
H 4.309 2.721 -5.085
H 2.965 1.669 -5.482
H 4.554 0.987 -5.134
H 0.145 -0.024 -3.993
H 1.051 1.273 -4.800
H -2.470 3.333 0.029
H -1.062 4.402 0.213
H 0.987 2.109 3.890
H 2.515 2.636 3.201
H 1.673 1.242 2.510
H 0.151 4.425 3.612
H -0.020 5.174 2.018
H 1.564 5.019 2.757
H 1.867 2.333 0.271
H 2.680 3.692 1.048
H 1.288 3.997 0.021
H -1.250 0.880 3.836
H -2.575 1.721 4.640
H -1.028 2.529 4.477
H -2.905 0.462 2.042
H -3.596 1.785 1.084
H -4.146 1.516 2.731
H -2.037 4.488 3.318
H -3.625 3.763 3.479
H -3.070 4.288 1.904
H -2.064 5.529 -1.780
H -2.125 6.477 -4.045
H -1.171 5.261 -5.949
H -0.121 3.064 -5.649
H 3.083 -1.964 -1.363
H 4.532 -1.286 -2.122
H 3.995 -2.909 -2.540
H 1.779 -3.260 -3.482
H 0.897 -2.000 -4.331
H 0.895 -2.046 -2.553
H 4.493 -1.040 -4.687
H 2.946 -0.936 -5.545
H 3.585 -2.495 -5.044
N 0.921 -1.341 1.130
H 1.858 -1.244 1.511
H 0.855 -2.284 0.678
H 0.238 -1.330 1.897
N -1.687 -1.085 -0.300
C -2.622 -1.737 -0.590
C -3.708 -2.491 -0.834
C -4.632 -2.615 0.212
N -5.338 -2.704 1.113
C -3.875 -3.207 -2.022
N -3.988 -3.831 -2.980
C -0.833 -4.675 -1.374
C 0.432 -4.856 -0.633
N 1.106 -3.913 -0.010
C 2.202 -4.525 0.533
C 2.190 -5.851 0.226
N 1.061 -6.048 -0.517
H -0.997 -3.619 -1.569
H -1.673 -5.052 -0.791
H -0.809 -5.215 -2.317
H 2.928 -3.963 1.087
H 2.859 -6.645 0.474
H 0.762 -6.927 -0.907
C 0.083 -1.619 5.434
C -0.629 -2.749 4.699
As -1.797 -2.100 3.215
C -1.780 -3.768 2.146
C -2.173 -5.043 2.873
C -3.564 -2.323 4.070
C -3.918 -1.174 5.006
H 0.700 -2.014 6.241
H -0.639 -0.927 5.866
H 0.729 -1.057 4.754
H -1.230 -3.322 5.408
H 0.118 -3.427 4.272
H -0.769 -3.883 1.738
H -2.451 -3.616 1.299
H -1.547 -5.208 3.750
H -2.056 -5.903 2.213
H -3.214 -5.011 3.184
H -3.568 -3.267 4.620
H -4.300 -2.394 3.265
H -3.186 -1.091 5.812
H -4.901 -1.324 5.448
H -3.930 -0.232 4.458

Entry 6:
Below is a 7-piece molecular cluster, H13O6S overall, with properties calculated with the ωB97M-V functional and the def2-TZVPD basis.

Calculated values
Highest occupied orbital energy ... -4.51 eV
Net charge ... -1
F_max ... 0.8 eV/A
ΔE to the lowest compared entry with this formula, charge and spin ... 17.19 kcal per mole
Calculated total energy ... -857.4978 hartree
HOMO-LUMO gap ... 7.95 eV

Positions of all 20 atoms, in Å:
S -0.072 -0.757 -1.832
H -1.078 -1.114 -1.010
H -0.594 2.451 -1.594
H 0.856 2.223 -1.747
O 0.220 2.962 -1.729
H 0.244 -0.150 3.378
H 1.182 -1.002 2.604
O 1.037 -0.689 3.508
H 2.559 0.099 -0.183
H 2.598 -1.350 -0.645
O 2.954 -0.754 0.027
H -0.249 -3.075 0.703
H 1.026 -2.372 0.369
O 0.515 -2.680 1.134
H -0.822 1.599 1.135
H -0.683 0.353 0.286
O -1.208 0.721 1.021
H -2.273 0.847 -1.350
H -3.314 1.161 -2.427
O -2.896 1.529 -1.646